# 1
The following is a quantum chemistry calculation of C5H12N2 in the gas phase, from the Open Molecules 2025 dataset.

Values from the calculation:
* HOMO-LUMO gap: 0.3343 hartree
* E_HOMO: -8.10 eV
* SMILES string: C=C(CCN)NC
* E: -8358.3625 eV
* relative energy (zero: lowest compared OMol25 entry of this formula, charge and spin): 171.14 kJ/mol

Atoms and positions in Å:
C  -1.419  -1.209  0.105
C  -0.233  -0.627  0.217
C  0.030  0.606  1.055
C  0.378  1.778  0.127
N  -0.805  2.665  -0.083
N  0.973  -1.041  -0.391
C  1.020  -2.361  -0.969
H  -2.294  -0.744  0.537
H  -1.588  -1.916  -0.732
H  -0.915  0.825  1.637
H  0.772  0.385  1.818
H  0.673  1.543  -0.889
H  1.186  2.306  0.631
H  -1.627  2.285  0.378
H  -0.784  3.613  0.279
H  1.829  -0.627  -0.034
H  1.925  -2.547  -1.555
H  0.584  -3.190  -0.396
H  0.235  -2.376  -1.785



# 2
The following is a quantum chemistry calculation of 2 unconnected molecules or ions with the total composition C5H12N2, from the Open Molecules 2025 dataset.

Values from the calculation:
* HOMO-LUMO gap: 0.3039 hartree
* E_HOMO: -8.74 eV
* E: -8354.9571 eV
* relative energy (zero: lowest compared OMol25 entry of this formula, charge and spin): 499.71 kJ/mol

Atoms and positions in Å:
N  -0.557  0.954  -0.750
C  -0.991  -0.022  -1.800
C  -1.426  -1.242  -1.022
C  -0.207  -1.284  -0.041
C  0.071  0.193  0.345
C  1.442  0.721  0.779
N  1.500  0.798  2.241
H  -1.396  1.412  -0.290
H  -1.667  0.409  -2.493
H  -0.118  -0.216  -2.449
H  -1.630  -2.204  -1.551
H  -2.243  -1.133  -0.355
H  -0.354  -1.938  0.834
H  0.576  -1.725  -0.679
H  -0.494  0.297  1.272
H  2.271  0.134  0.299
H  1.498  1.687  0.258
H  1.521  -0.932  2.396
H  2.076  1.485  2.715



# 3
The following is a quantum chemistry calculation of C5H12N2 in the gas phase, from the Open Molecules 2025 dataset.

Values from the calculation:
* HOMO-LUMO gap: 0.3343 hartree
* E_HOMO: -8.12 eV
* SMILES string: CCCC/N=C\N
* E: -8358.3223 eV
* relative energy (zero: lowest compared OMol25 entry of this formula, charge and spin): 175.02 kJ/mol

Atoms and positions in Å:
C  -0.371  0.551  -2.471
C  -1.426  0.658  -1.381
C  -1.205  -0.071  -0.029
C  -0.076  0.555  0.771
N  0.232  -0.187  1.980
C  1.301  -0.620  2.452
N  2.258  -1.323  1.672
H  0.120  -0.423  -2.438
H  0.415  1.304  -2.586
H  -0.983  0.629  -3.372
H  -2.423  0.320  -1.698
H  -1.600  1.696  -1.080
H  -2.143  0.026  0.534
H  -1.042  -1.145  -0.204
H  0.902  0.511  0.252
H  -0.302  1.587  1.046
H  1.559  -0.575  3.510
H  1.663  -1.800  1.020
H  3.123  -1.691  2.022



# 4
The following is a quantum chemistry calculation of C5H12N2 in the gas phase, from the Open Molecules 2025 dataset.

Values from the calculation:
* HOMO-LUMO gap: 0.3325 hartree
* E_HOMO: -7.99 eV
* SMILES string: C=C(N)C[C@@H](C)N
* E: -8358.8492 eV
* relative energy (zero: lowest compared OMol25 entry of this formula, charge and spin): 124.18 kJ/mol

Atoms and positions in Å:
C  -0.069  -1.462  1.716
C  -0.438  -0.211  1.416
N  -0.289  0.849  2.320
C  -0.815  0.324  0.085
C  0.381  0.384  -0.937
C  0.625  -1.018  -1.607
N  0.381  1.406  -1.935
H  0.294  -1.802  2.676
H  -0.141  -2.221  0.955
H  0.087  0.599  3.219
H  -0.752  1.719  2.164
H  -1.309  1.293  0.072
H  -1.581  -0.268  -0.459
H  1.294  0.385  -0.326
H  0.847  -1.815  -0.918
H  -0.250  -1.149  -2.253
H  1.578  -0.837  -2.117
H  -0.496  1.489  -2.431
H  0.653  2.334  -1.640



# 5
The following is a quantum chemistry calculation of 2 unconnected molecules or ions with the total composition C5H12N2, from the Open Molecules 2025 dataset.

Values from the calculation:
* HOMO-LUMO gap (alpha / beta): 0.3258 / 0.3131 hartree
* E_HOMO (alpha / beta): -8.49 / -7.99 eV
* E: -8353.1834 eV
* relative energy (zero: lowest compared OMol25 entry of this formula, charge and spin): 670.85 kJ/mol

Atoms and positions in Å:
C  -0.955  -0.259  -0.041
C  -0.892  2.593  0.149
C  1.175  -0.921  -1.241
C  0.861  -1.005  1.349
C  0.250  -1.147  -0.048
N  -2.075  -0.424  -0.922
N  -2.260  -0.539  0.529
H  -1.083  2.393  -0.821
H  0.099  2.742  0.520
H  -1.607  2.857  0.903
H  2.025  -0.179  -1.046
H  0.578  -0.625  -2.041
H  1.602  -1.889  -1.584
H  0.455  -0.118  1.718
H  1.976  -0.883  1.245
H  0.528  -1.760  2.115
H  -0.220  -2.077  -0.108
H  -2.630  0.258  -1.453
H  -2.424  -1.556  0.773



# 6
The following is a quantum chemistry calculation of C5H12N2 in the gas phase, from the Open Molecules 2025 dataset.

Values from the calculation:
* HOMO-LUMO gap: 0.3740 hartree
* E_HOMO: -9.12 eV
* SMILES string: C=CC[C@@H](N)CN
* E: -8358.7126 eV
* relative energy (zero: lowest compared OMol25 entry of this formula, charge and spin): 137.36 kJ/mol

Atoms and positions in Å:
C  2.869  0.007  0.648
C  1.734  0.673  0.457
C  0.437  0.328  1.116
C  -0.543  -0.404  0.186
N  -1.815  -0.622  0.864
C  -0.739  0.472  -1.109
N  -1.805  0.004  -1.993
H  2.962  -0.707  1.458
H  3.787  0.382  0.210
H  1.743  1.594  -0.119
H  -0.051  1.222  1.508
H  0.644  -0.401  1.907
H  -0.062  -1.348  -0.093
H  -2.594  -0.496  0.249
H  -1.830  -1.460  1.403
H  -0.794  1.512  -0.801
H  0.155  0.325  -1.716
H  -1.463  -0.711  -2.616
H  -2.636  -0.370  -1.560



# 7
The following is a quantum chemistry calculation of 2 unconnected molecules or ions with the total composition C5H12N2, from the Open Molecules 2025 dataset.

Values from the calculation:
* HOMO-LUMO gap: 0.2961 hartree
* E_HOMO: -6.94 eV
* SMILES string: C/C(N)=C/N.C=C
* E: -8357.7611 eV
* relative energy (zero: lowest compared OMol25 entry of this formula, charge and spin): 229.16 kJ/mol

Atoms and positions in Å:
C  0.605  0.614  -2.310
C  0.184  -0.285  -1.188
N  -1.188  -0.328  -0.934
C  1.058  -1.060  -0.498
N  0.698  -1.751  0.648
H  0.247  0.232  -3.269
H  0.184  1.611  -2.172
H  1.687  0.693  -2.354
H  -1.482  -1.142  -0.413
H  -1.776  -0.110  -1.724
H  2.115  -0.975  -0.721
H  0.114  -0.990  1.349
H  1.510  -2.072  1.161
C  -0.007  0.735  1.981
C  -1.316  0.999  2.144
H  0.647  0.693  2.840
H  0.491  1.042  1.050
H  -1.793  0.993  3.114
H  -1.976  1.103  1.297



# 8
The following is a quantum chemistry calculation of a molecular structure, C5H12N2, from the Open Molecules 2025 dataset.

Values from the calculation:
* HOMO-LUMO gap: 0.3471 hartree
* E_HOMO: -8.51 eV
* E: -8354.5646 eV
* relative energy (zero: lowest compared OMol25 entry of this formula, charge and spin): 537.58 kJ/mol

Atoms and positions in Å:
C  0.669  -1.209  0.443
C  0.124  1.368  -2.202
C  0.584  -1.280  1.964
N  -0.087  1.217  -0.759
C  -0.845  0.198  -0.346
N  1.069  1.401  -0.023
C  -2.086  -0.049  -0.009
H  1.163  0.123  0.218
H  0.766  1.666  0.915
H  -0.001  -1.940  -0.007
H  1.651  -1.526  0.074
H  0.875  0.653  -2.549
H  -0.817  1.194  -2.722
H  0.482  2.378  -2.385
H  -2.394  -1.052  0.257
H  -2.829  0.740  0.047
H  0.765  -2.292  2.337
H  -0.404  -0.973  2.314
H  1.315  -0.618  2.435



# 9
The following is a quantum chemistry calculation of C5H12N2 in the gas phase, from the Open Molecules 2025 dataset.

Values from the calculation:
* HOMO-LUMO gap: 0.3125 hartree
* E_HOMO: -7.48 eV
* SMILES string: CCC/C(N)=C/N
* E: -8358.2395 eV
* relative energy (zero: lowest compared OMol25 entry of this formula, charge and spin): 183.01 kJ/mol

Atoms and positions in Å:
C  1.954  1.488  -0.050
C  1.552  0.742  1.238
C  0.805  -0.593  1.041
C  -0.278  -0.632  -0.089
N  -0.085  -1.092  -1.386
C  -1.531  -0.112  0.253
N  -2.603  0.057  -0.754
H  2.501  2.497  0.176
H  2.634  0.790  -0.608
H  1.002  1.563  -0.675
H  2.274  0.586  2.020
H  0.698  1.334  1.587
H  0.286  -1.058  1.880
H  1.576  -1.302  0.665
H  -0.886  -1.522  -1.799
H  0.599  -1.766  -1.317
H  -1.850  0.046  1.225
H  -2.707  1.071  -0.863
H  -2.318  -0.346  -1.665



# 10
The following is a quantum chemistry calculation of 2 unconnected molecules or ions with the total composition C5H12N2, from the Open Molecules 2025 dataset.

Values from the calculation:
* HOMO-LUMO gap: 0.3009 hartree
* E_HOMO: -19.81 eV
* E: -8333.8728 eV
* charge: +2
* relative energy (zero: lowest compared OMol25 entry of this formula, charge and spin): 805.27 kJ/mol

Atoms and positions in Å:
C  0.108  -0.986  -0.358
C  1.343  -1.651  -0.216
C  -2.756  0.301  -0.275
C  1.287  0.282  1.408
C  1.768  0.766  -0.943
N  -2.119  -0.829  0.058
N  1.218  -0.190  0.023
H  1.575  -2.316  0.617
H  1.852  -1.985  -1.128
H  -3.771  0.047  0.149
H  -3.023  0.487  -1.335
H  -2.414  1.188  0.268
H  0.704  -0.353  2.075
H  2.331  0.271  1.732
H  0.918  1.306  1.479
H  2.785  1.032  -0.643
H  1.786  0.348  -1.949
H  1.165  1.676  -0.966
H  -2.299  -1.667  -0.506



# 11
The following is a quantum chemistry calculation of C5H12N2O in the gas phase, from the Open Molecules 2025 dataset.

Values from the calculation:
* HOMO-LUMO gap: 0.3658 hartree
* E_HOMO: -9.04 eV
* SMILES string: CNC[C@@H](N)CC=O
* E: -10405.0655 eV
* relative energy (zero: lowest compared OMol25 entry of this formula, charge and spin): 324.04 kJ/mol

Atoms and positions in Å:
C  0.827  2.213  0.824
N  1.555  1.313  -0.209
C  0.681  0.526  -1.081
C  -0.545  -0.115  -0.279
N  -1.461  -0.615  -1.272
C  0.030  -1.390  0.527
C  -0.983  -2.314  1.141
O  -1.640  -3.185  0.694
H  0.895  1.923  1.849
H  1.329  3.280  0.709
H  -0.175  2.340  0.601
H  2.058  2.040  -0.859
H  1.216  -0.239  -1.576
H  0.367  1.072  -1.956
H  -1.173  0.614  0.351
H  -2.317  -1.051  -0.879
H  -1.068  -1.197  -2.001
H  0.810  -1.206  1.335
H  0.647  -1.857  -0.159
H  -1.052  -2.152  2.240



# 12
The following is a quantum chemistry calculation of 2 unconnected molecules or ions with the total composition C5H12N2O, from the Open Molecules 2025 dataset.

Values from the calculation:
* HOMO-LUMO gap: 0.2627 hartree
* E_HOMO: -8.76 eV
* E: -10402.7763 eV
* relative energy (zero: lowest compared OMol25 entry of this formula, charge and spin): 544.92 kJ/mol

Atoms and positions in Å:
C  2.892  -0.748  1.078
C  1.565  -1.103  0.768
N  1.041  -0.289  -0.353
C  -1.007  0.584  0.888
C  -0.421  -0.151  -0.289
C  -0.975  0.260  -1.638
N  -2.413  0.498  -1.667
O  0.759  -1.897  1.240
H  1.563  0.659  1.781
H  3.442  -0.964  1.968
H  3.499  -0.382  0.244
H  1.526  0.596  -0.316
H  -2.052  0.290  1.090
H  -1.044  1.686  0.778
H  -0.413  0.395  1.819
H  -0.774  -1.183  -0.159
H  -0.595  1.215  -2.068
H  -0.711  -0.540  -2.317
H  -3.038  -0.273  -1.501
H  -2.845  1.348  -1.345



# 13
The following is a quantum chemistry calculation of C5H12N2O in the gas phase, from the Open Molecules 2025 dataset.

Values from the calculation:
* HOMO-LUMO gap: 0.3474 hartree
* E_HOMO: -8.68 eV
* SMILES string: [H]/N=C(/C)N(CC)OC
* E: -10401.3919 eV
* relative energy (zero: lowest compared OMol25 entry of this formula, charge and spin): 678.49 kJ/mol

Atoms and positions in Å:
H  0.738  0.577  -2.067
N  1.597  0.073  -1.859
C  1.261  -0.405  -0.724
C  2.255  -0.995  0.233
N  -0.063  -0.062  -0.236
C  -0.775  -0.803  0.720
C  -0.742  -0.167  2.068
O  -0.869  0.240  -1.301
C  -1.508  1.675  -1.427
H  3.075  -1.636  -0.346
H  2.545  -0.028  0.878
H  1.717  -1.883  0.848
H  -0.444  -1.911  0.562
H  -1.925  -0.714  0.518
H  0.388  -0.253  2.283
H  -1.545  -0.670  2.749
H  -0.775  0.924  1.823
H  -2.679  1.918  -0.931
H  -1.581  1.618  -2.707
H  -0.671  2.502  -1.085